[1]
14 unconnected molecules or ions with the total composition C5H39NO14S in a non-equilibrium geometry, computed with wB97M-V/def2-TZVPD.

Each line ends with the Mulliken charge.
Positions of all 60 atoms, in Å:
C 1.090 -1.741 -0.462  -0.181
C 2.485 -1.137 -0.409  -0.178
S 3.459 -1.334 -1.934  -0.253
C 0.293 -1.365 0.807  -0.320
N -0.997 -0.787 0.389  0.510
C -1.890 -0.237 1.395  -0.700
C -3.012 -1.266 1.605  -0.610
O -3.805 -1.226 0.387  -0.500
H 0.633 -1.315 -1.361  0.192
H 1.117 -2.825 -0.590  0.232
H 3.096 -1.311 0.471  0.118
H 2.294 -0.078 -0.170  0.189
H 2.461 -1.792 -2.649  0.113
H 0.760 -0.683 1.519  -0.071
H 0.196 -2.286 1.396  0.200
H -0.882 -0.391 -0.538  0.311
H -1.542 0.207 2.317  0.202
H -2.324 0.556 0.775  0.277
H -2.570 -2.259 1.668  0.207
H -3.734 -0.988 2.371  0.471
H -4.724 -1.000 0.547  0.301
H -1.521 -2.394 -0.739  0.184
H -2.607 -3.158 -1.565  0.240
O -1.766 -2.698 -1.636  -0.613
H -1.824 2.749 -2.392  0.265
H -0.482 3.069 -1.808  0.353
O -1.425 3.227 -1.658  -0.652
H 0.468 1.431 -3.724  0.221
H 1.293 2.705 -3.812  0.327
O 1.186 1.915 -3.273  -0.506
H 3.570 -1.805 2.886  0.301
H 2.142 -1.676 3.482  0.133
O 2.697 -1.430 2.724  -0.596
H -2.786 0.599 -1.490  0.230
H -2.061 -0.696 -1.858  0.247
O -1.975 0.281 -1.901  -0.621
H 1.552 -2.779 3.767  0.332
H 0.535 -1.806 4.483  0.426
O 0.770 -2.726 4.322  -0.636
H 0.634 1.183 2.023  0.247
H -0.377 2.288 2.516  0.320
O 0.128 1.507 2.773  -0.538
H -0.664 3.711 0.562  0.297
H -1.519 4.544 1.332  0.316
O -0.787 3.929 1.503  -0.659
H -1.412 -1.144 -4.032  0.324
H -0.729 -2.387 -3.547  0.313
O -0.709 -1.755 -4.277  -0.668
H 3.367 1.766 -2.813  0.288
H 2.958 3.114 -2.115  0.263
O 3.412 2.280 -2.005  -0.537
H -0.722 0.405 -4.685  0.335
H -1.504 0.859 -3.489  0.385
O -1.257 1.158 -4.393  -0.774
H 3.854 2.274 1.593  0.267
H 2.923 2.714 0.562  0.256
O 3.387 1.909 0.828  -0.535
H 0.062 0.635 4.555  0.376
H -1.009 -0.417 4.660  0.320
O -0.206 -0.120 5.106  -0.737

## Properties
Kohn-Sham gap (eV): 8.46
Maximum force (eV/Å): 2.78
Relative energy (zero: lowest compared OMol25 entry of this formula, charge and spin) (kcal/mol): 78.4
Lowest unoccupied orbital energy (eV): 0.008

[2]
C5H3Br2NO in the gas phase in a non-equilibrium geometry, computed with wB97M-V/def2-TZVPD.

Each line ends with the Mulliken charge.
Positions of all 12 atoms, in Å:
O 2.548 -0.645 1.463  -0.519
C 2.054 -0.114 0.507  0.245
N 0.719 -0.103 0.269  -0.019
C -0.306 -0.666 0.963  -0.162
C -1.518 -0.428 0.415  -0.625
C -1.388 0.364 -0.774  0.594
Br -2.873 0.877 -1.805  -0.135
C -0.122 0.684 -1.077  -0.321
Br 0.827 1.618 -2.323  -0.069
H 2.630 0.423 -0.269  0.196
H -0.101 -1.239 1.851  0.397
H -2.468 -0.771 0.781  0.417

## Properties
SMILES: O=Cn1ccc(Br)c1Br
Kohn-Sham gap (eV): 9.23
Maximum force (eV/Å): 5.49
Lowest unoccupied orbital energy (eV): 0.258

[3]
A molecular structure, C5H3Br3 in a non-equilibrium geometry, computed with wB97M-V/def2-TZVPD.

Each line ends with the Mulliken charge.
Positions of all 11 atoms, in Å:
C 0.271 -0.021 -1.024  -0.326
C -0.965 0.717 -1.041  0.009
C 0.485 -1.341 -0.999  -0.367
C -2.006 0.464 -1.797  0.296
C -2.343 -0.692 -2.654  -0.524
Br -3.400 1.738 -1.944  -0.131
Br -1.623 -0.750 -4.309  0.065
Br -1.128 -2.438 -1.300  -0.063
H 0.980 0.786 -0.811  0.254
H -0.723 1.663 -0.529  0.303
H 1.356 -1.923 -1.008  0.484

## Properties
Kohn-Sham gap (eV): 7.43
Maximum force (eV/Å): 2.43
Relative energy (zero: lowest compared OMol25 entry of this formula, charge and spin) (kcal/mol): 6.8
Lowest unoccupied orbital energy (eV): -0.819

[4]
C5H3BrN2O3 in the gas phase in a non-equilibrium geometry, computed with wB97M-V/def2-TZVPD.

Each line ends with the Mulliken charge.
Positions of all 14 atoms, in Å:
H -4.103 -0.213 -0.404  0.255
N -3.180 -0.367 0.007  -0.569
C -2.172 0.008 -0.757  -0.376
C -0.789 -0.078 -0.307  0.368
C -0.415 -0.573 0.924  -0.223
C 1.003 -0.281 1.060  -0.148
Br 2.069 -0.845 2.545  -0.074
C 1.409 0.276 -0.135  0.351
N 2.729 0.675 -0.504  0.897
O 3.702 0.256 0.154  -0.511
O 2.842 1.435 -1.465  -0.533
O 0.322 0.431 -0.972  -0.301
H -2.347 0.398 -1.751  0.400
H -1.071 -1.122 1.606  0.466

## Properties
SMILES: [H]/N=C/c1cc(Br)c([N+](=O)[O-])o1
Kohn-Sham gap (eV): 8.45
Maximum force (eV/Å): 3.08
Relative energy (zero: lowest compared OMol25 entry of this formula, charge and spin) (kcal/mol): 0.0
Lowest unoccupied orbital energy (eV): -1.381

[5]
A molecular structure, C5H3CeN5O4 in a non-equilibrium geometry, computed with wB97M-V/def2-TZVPD.

Each line ends with the Mulliken charge.
Positions of all 18 atoms, in Å:
O -0.116 -3.461 -1.776  0.019
C -0.308 -2.307 -1.826  0.306
Ce -0.766 -0.031 -1.723  1.404
O -2.855 -0.028 -4.916  -0.015
C -2.175 -0.028 -3.974  0.273
C 1.667 -0.024 -2.147  0.270
O 2.823 -0.021 -2.258  0.020
C -0.303 2.271 -1.747  0.287
O -0.116 3.415 -1.673  0.026
N 1.186 0.742 3.748  -0.494
N 0.541 0.237 2.612  1.226
N -0.450 -0.678 2.764  -0.597
C -0.846 -0.870 1.510  -0.187
N -0.172 -0.075 0.608  -0.004
N 0.766 0.610 1.349  -0.572
H 1.907 1.434 3.564  0.296
H 0.851 0.385 4.648  0.332
H -1.633 -1.572 1.237  0.407

## Properties
Kohn-Sham gap (spin up / spin down) (eV): 5.43 / 5.48
<S²>: 0.751
Maximum force (eV/Å): 11.37
2S+1: 2
Net charge: +3
Lowest unoccupied orbital energy (spin up / spin down) (eV): -14.637 / -14.593

[6]
C5H3Cl in the gas phase, computed with wB97M-V/def2-TZVPD.

Each line ends with the Mulliken charge.
Positions of all 9 atoms, in Å:
C 0.829 1.016 -1.881  0.242
C 0.735 0.477 -0.816  -0.789
C 0.612 -0.213 0.448  0.164
Cl 1.274 -1.909 0.264  -0.190
C -0.767 -0.292 0.872  -0.790
C -1.913 -0.389 1.202  0.243
H 0.915 1.504 -2.805  0.432
H 1.231 0.265 1.215  0.255
H -2.916 -0.457 1.503  0.432

## Properties
SMILES: C#CC(Cl)C#C
Kohn-Sham gap (eV): 11.11
Maximum force (eV/Å): 0.73
Relative energy (zero: lowest compared OMol25 entry of this formula, charge and spin) (kcal/mol): 8.3
Lowest unoccupied orbital energy (eV): 0.671

[7]
C5H3ClS in the gas phase in a non-equilibrium geometry, computed with wB97M-V/def2-TZVPD.

Each line ends with the Mulliken charge.
Positions of all 10 atoms, in Å:
S -2.721 -0.853 -0.004  -0.238
C -1.177 -0.362 -0.017  0.415
C -0.705 1.057 -0.004  -0.645
C 0.626 1.016 -0.004  -0.291
C 1.095 -0.385 0.018  0.331
Cl 2.742 -0.788 -0.008  -0.179
C 0.044 -1.199 -0.017  -0.586
H -1.337 1.943 0.024  0.406
H 1.326 1.849 -0.033  0.391
H 0.107 -2.279 0.045  0.395

## Properties
SMILES: S=C1C=CC(Cl)=C1
Kohn-Sham gap (eV): 7.49
Maximum force (eV/Å): 1.10
Relative energy (zero: lowest compared OMol25 entry of this formula, charge and spin) (kcal/mol): 1.0
Lowest unoccupied orbital energy (eV): -1.647

[8]
C5H3ClS in the gas phase in a non-equilibrium geometry, computed with wB97M-V/def2-TZVPD.

Each line ends with the Mulliken charge.
Positions of all 10 atoms, in Å:
S -0.113 2.616 0.686  -0.198
C -0.152 1.002 0.774  0.378
C -1.326 0.278 0.837  -0.415
C -1.179 -0.799 -0.046  -0.629
C 0.182 -0.896 -0.376  0.481
Cl 0.742 -2.348 -1.219  -0.190
C 0.971 0.180 0.211  -0.753
H -2.070 0.647 1.524  0.377
H -1.621 -1.706 -0.251  0.440
H 1.908 0.529 0.075  0.509

## Properties
SMILES: S=C1C=CC(Cl)=C1
Kohn-Sham gap (eV): 6.60
Maximum force (eV/Å): 7.29
Relative energy (zero: lowest compared OMol25 entry of this formula, charge and spin) (kcal/mol): 39.3
Lowest unoccupied orbital energy (eV): -2.042

[9]
A molecular structure, C5H3IrNO5 in a non-equilibrium geometry, computed with wB97M-V/def2-TZVPD.

Each line ends with the Mulliken charge.
Positions of all 15 atoms, in Å:
O 0.000 -0.001 -3.806  0.073
C 0.000 -0.001 -2.660  0.080
Ir -0.001 0.001 -0.353  2.056
O -1.607 -2.710 0.093  -0.035
C -1.033 -1.737 -0.103  0.121
C 1.029 1.739 -0.104  0.119
O 1.607 2.710 0.091  -0.035
C -1.740 1.032 -0.106  0.083
O -2.711 1.608 0.091  -0.033
C 1.738 -1.031 -0.102  0.151
O 2.709 -1.606 0.094  -0.033
N 0.017 -0.011 2.144  -0.658
H -0.801 0.461 2.535  0.359
H 0.802 0.458 2.524  0.375
H 0.004 -0.926 2.523  0.377

## Properties
Kohn-Sham gap (spin up / spin down) (eV): 4.00 / 6.12
<S²>: 6.020
Maximum force (eV/Å): 6.73
2S+1: 5
Net charge: +3
Lowest unoccupied orbital energy (spin up / spin down) (eV): -15.533 / -20.277

[10]
A molecular structure, C5H3MoO6 in a non-equilibrium geometry, computed with wB97M-V/def2-TZVPD.

Each line ends with the Mulliken charge.
Positions of all 15 atoms, in Å:
O -0.200 2.088 -2.299  -0.004
C 0.563 1.645 -1.442  0.290
Mo -0.008 0.095 -0.088  -0.086
O -2.808 0.160 -1.594  0.061
C -1.767 0.167 -1.072  0.393
C 1.915 0.871 0.065  0.413
O 3.020 1.191 0.296  0.010
C -0.789 0.996 1.544  0.497
O -1.286 1.522 2.463  0.030
C 0.504 -1.664 -0.998  0.488
O 0.750 -2.661 -1.541  0.041
H 1.623 2.165 -1.433  0.627
O -0.176 -1.974 1.975  -0.582
H -0.936 -1.778 2.562  0.413
H -0.405 -2.825 1.562  0.410

## Properties
Kohn-Sham gap (spin up / spin down) (eV): 7.21 / 7.05
<S²>: 2.028
Maximum force (eV/Å): 9.16
2S+1: 3
Relative energy (zero: lowest compared OMol25 entry of this formula, charge and spin) (kcal/mol): 33.3
Net charge: +3
Lowest unoccupied orbital energy (spin up / spin down) (eV): -17.964 / -17.947

Repeat the eighth record exactly.
C5H3ClS in the gas phase in a non-equilibrium geometry, computed with wB97M-V/def2-TZVPD.

Each line ends with the Mulliken charge.
Positions of all 10 atoms, in Å:
S -0.113 2.616 0.686  -0.198
C -0.152 1.002 0.774  0.378
C -1.326 0.278 0.837  -0.415
C -1.179 -0.799 -0.046  -0.629
C 0.182 -0.896 -0.376  0.481
Cl 0.742 -2.348 -1.219  -0.190
C 0.971 0.180 0.211  -0.753
H -2.070 0.647 1.524  0.377
H -1.621 -1.706 -0.251  0.440
H 1.908 0.529 0.075  0.509

## Properties
SMILES: S=C1C=CC(Cl)=C1
Kohn-Sham gap (eV): 6.60
Maximum force (eV/Å): 7.29
Relative energy (zero: lowest compared OMol25 entry of this formula, charge and spin) (kcal/mol): 39.3
Lowest unoccupied orbital energy (eV): -2.042

Which of these has the lowest maximum force? C5H3Cl

Which of these has the highest maximum force? C5H3CeN5O4

Look up the maximum force of the fifth one. 11.37 eV/Å